Formula: C6H12O
Source: OMol25
Level of theory: the ωB97M-V functional and the def2-TZVPD basis

Output
Spin multiplicity: 1
SMILES: C[C@H](O)[C@@H]1C[C@H]1C
Orbital gap in Ha: 0.4090

Bonds (Å) are listed after each position.
Geometry (Å):
1 C -1.081 -1.917 0.460  C2 1.524, H8 1.096, H9 1.094, H10 1.096
2 C -0.240 -0.933 1.265  C1 1.524, O3 1.424, C4 1.521, H11 1.096
3 O -1.051 -0.315 2.258  C2 1.424, H12 0.971
4 C 0.430 0.189 0.488  C2 1.521, C5 1.518, C6 1.498, H13 1.090
5 C -0.496 1.205 -0.155  C4 1.518, C6 1.501, H14 1.088, H15 1.088
6 C 0.451 0.399 -0.995  C4 1.498, C5 1.501, C7 1.511, H16 1.089
7 C 1.583 1.162 -1.643  C6 1.511, H17 1.096, H18 1.096, H19 1.094
8 H -1.877 -1.396 -0.084  C1 1.096
9 H -1.561 -2.611 1.158  C1 1.094
10 H -0.488 -2.503 -0.251  C1 1.096
11 H 0.531 -1.491 1.809  C2 1.096
12 H -1.220 0.574 1.908  O3 0.971
13 H 1.258 0.638 1.036  C4 1.090
14 H -1.557 0.975 -0.236  C5 1.088
15 H -0.268 2.256 0.009  C5 1.088
16 H -0.012 -0.374 -1.606  C6 1.089
17 H 1.990 1.890 -0.932  C7 1.096
18 H 1.203 1.726 -2.503  C7 1.096
19 H 2.404 0.525 -1.985  C7 1.094

natural (NBO) atomic charge list, values in e, 5 entries: C -0.63; C 0.10; O -0.72; C -0.25; C -0.46



Formula: C6H12O
Source: OMol25
Level of theory: the ωB97M-V functional and the def2-TZVPD basis

Output
Spin multiplicity: 1
SMILES: CC(C)[C@H]1O[C@H]1C
Orbital gap in Ha: 0.4065

Bonds (Å) are listed after each position.
Geometry (Å):
1 C 1.094 1.519 1.259  C2 1.537, H8 1.097, H9 1.095, H10 1.098
2 C 0.576 0.571 0.166  C1 1.537, C3 1.528, C4 1.521, H11 1.097
3 C 1.752 0.052 -0.659  C2 1.528, H12 1.097, H13 1.097, H14 1.095
4 C -0.265 -0.522 0.808  C2 1.521, O5 1.427, C6 1.471, H15 1.094
5 O -1.614 -0.136 1.066  C4 1.427, C6 1.422
6 C -1.395 -1.266 0.230  C4 1.471, O5 1.422, C7 1.506, H16 1.094
7 C -1.799 -1.289 -1.221  C6 1.506, H17 1.093, H18 1.095, H19 1.097
8 H 1.612 2.375 0.810  C1 1.097
9 H 0.286 1.904 1.889  C1 1.095
10 H 1.817 1.007 1.909  C1 1.098
11 H -0.096 1.143 -0.486  C2 1.097
12 H 2.434 -0.549 -0.044  C3 1.097
13 H 2.329 0.898 -1.051  C3 1.097
14 H 1.426 -0.558 -1.508  C3 1.095
15 H 0.229 -1.051 1.628  C4 1.094
16 H -1.664 -2.188 0.754  C6 1.094
17 H -1.273 -0.548 -1.828  C7 1.093
18 H -2.878 -1.150 -1.346  C7 1.095
19 H -1.551 -2.286 -1.608  C7 1.097

natural (NBO) atomic charge list, values in e, 5 entries: C -0.60; C -0.25; C -0.60; C 0.07; O -0.50



Formula: C6H12O
Source: OMol25
Level of theory: the ωB97M-V functional and the def2-TZVPD basis

Output
Spin multiplicity: 1
SMILES: COCC1(C)CC1
Orbital gap in Ha: 0.3947

Bonds (Å) are listed after each position.
Geometry (Å):
1 C 2.772 -0.146 -0.259  O2 1.401, H8 1.102, H9 1.100, H10 1.093
2 O 1.520 0.482 -0.234  C1 1.401, C3 1.413
3 C 0.607 -0.085 0.683  O2 1.413, C4 1.517, H11 1.102, H12 1.103
4 C -0.799 0.124 0.153  C3 1.517, C5 1.518, C6 1.499, C7 1.508
5 C -1.484 1.415 0.566  C4 1.518, H13 1.096, H14 1.098, H15 1.096
6 C -1.020 -0.418 -1.227  C4 1.499, C7 1.501, H16 1.086, H17 1.085
7 C -1.659 -1.098 -0.051  C4 1.508, C6 1.501, H18 1.088, H19 1.088
8 H 2.671 -1.242 -0.324  C1 1.102
9 H 3.388 0.089 0.622  C1 1.100
10 H 3.292 0.202 -1.155  C1 1.093
11 H 0.811 -1.162 0.796  C3 1.102
12 H 0.727 0.375 1.679  C3 1.103
13 H -0.790 2.261 0.514  C5 1.096
14 H -1.868 1.355 1.593  C5 1.098
15 H -2.335 1.639 -0.087  C5 1.096
16 H -0.176 -0.899 -1.714  C6 1.086
17 H -1.650 0.151 -1.903  C6 1.085
18 H -1.276 -2.067 0.264  C7 1.088
19 H -2.731 -0.975 0.085  C7 1.088

natural (NBO) atomic charge list, values in e, 5 entries: C -0.24; O -0.54; C -0.05; C -0.09; C -0.60



Formula: C6H12O
Source: OMol25
Level of theory: the ωB97M-V functional and the def2-TZVPD basis

Output
Spin multiplicity: 1
Orbital gap in Ha: 0.3424

Bonds (Å) are listed after each position.
Geometry (Å):
1 C 2.244 -1.200 0.745  C2 1.525, H8 1.095, H9 1.096, H10 1.095
2 C 1.361 -0.102 0.162  C1 1.525, C7 1.531, H11 1.098, H13 1.095
3 C 0.057 0.837 -2.381  O4 1.298, H12 1.133
4 O -0.841 0.252 -1.648  C3 1.298, C5 1.460
5 C -1.065 0.622 -0.254  O4 1.460, C6 1.516, C7 1.528, H14 1.099
6 C -2.531 0.374 0.041  C5 1.516, H15 1.094, H16 1.095, H17 1.095
7 C -0.104 -0.209 0.595  C2 1.531, C5 1.528, H18 1.099, H19 1.099
8 H 3.272 -1.092 0.383  C1 1.095
9 H 1.880 -2.183 0.424  C1 1.096
10 H 2.263 -1.185 1.840  C1 1.095
11 H 1.755 0.889 0.423  C2 1.098
12 H 0.445 1.705 -1.764  C3 1.133
13 H 1.426 -0.189 -0.927  C2 1.095
14 H -0.818 1.690 -0.176  C5 1.099
15 H -3.160 0.959 -0.636  C6 1.094
16 H -2.768 0.660 1.071  C6 1.095
17 H -2.772 -0.685 -0.092  C6 1.095
18 H -0.428 -1.258 0.556  C7 1.099
19 H -0.215 0.115 1.639  C7 1.099

natural (NBO) atomic charge list, values in e, 5 entries: C -0.60; C -0.40; C 0.11; O -0.48; C 0.09



Formula: C6H12O
Source: OMol25
Level of theory: the ωB97M-V functional and the def2-TZVPD basis

Output
Spin multiplicity: 1
SMILES: COCC1(C)CC1
Orbital gap in Ha: 0.3393

Bonds (Å) are listed after each position.
Geometry (Å):
1 C 2.640 0.686 0.176  O2 1.410, H8 1.097, H9 1.098, H10 1.095
2 O 1.601 0.580 1.123  C1 1.410, C3 1.379
3 C 0.748 -0.493 0.976  O2 1.379, C4 1.834, H11 1.069, H12 1.081
4 C -0.740 -0.168 -0.046  C3 1.834, C5 1.488, C6 1.541, C7 1.492
5 C -0.838 1.299 -0.273  C4 1.488, H13 1.098, H14 1.092, H15 1.093
6 C -1.318 -1.133 -1.100  C4 1.541, C7 1.503, H16 1.092, H17 1.096
7 C -1.905 -1.042 0.280  C4 1.492, C6 1.503, H18 1.092, H19 1.086
8 H 2.232 0.821 -0.834  C1 1.097
9 H 3.281 -0.205 0.190  C1 1.098
10 H 3.232 1.570 0.438  C1 1.095
11 H 0.635 -1.026 0.056  C3 1.069
12 H 0.284 -0.698 1.930  C3 1.081
13 H -0.054 1.650 -0.958  C5 1.098
14 H -0.693 1.804 0.685  C5 1.092
15 H -1.807 1.577 -0.693  C5 1.093
16 H -0.806 -2.054 -1.387  C6 1.092
17 H -1.898 -0.705 -1.925  C6 1.096
18 H -1.719 -1.890 0.942  C7 1.092
19 H -2.875 -0.573 0.418  C7 1.086

natural (NBO) atomic charge list, values in e, 5 entries: C -0.24; O -0.53; C -0.13; C -0.07; C -0.62



Formula: C6H12O
Source: OMol25
Level of theory: the ωB97M-V functional and the def2-TZVPD basis

Output
Spin multiplicity: 1
SMILES: CC[C@@H]1C[C@@]1(C)O
Orbital gap in Ha: 0.3730

Bonds (Å) are listed after each position.
Geometry (Å):
1 C -1.402 -0.711 -1.400  C2 1.519, H8 1.096, H9 1.095, H10 1.096
2 C -1.510 -0.488 0.098  C1 1.519, C3 1.518, H11 1.096, H12 1.098
3 C -0.632 0.656 0.575  C2 1.518, C4 1.516, C5 1.507, H13 1.089
4 C 0.367 1.463 -0.230  C3 1.516, C5 1.501, H14 1.085, H15 1.088
5 C 0.848 0.444 0.762  C3 1.507, C4 1.501, C6 1.532, O7 1.404
6 C 1.548 -0.793 0.191  C5 1.532, H16 1.097, H17 1.095, H18 1.096
7 O 1.307 0.860 2.022  C5 1.404, H19 0.963
8 H -1.606 0.264 -1.858  C1 1.096
9 H -2.107 -1.462 -1.770  C1 1.095
10 H -0.393 -1.018 -1.698  C1 1.096
11 H -2.557 -0.284 0.351  C2 1.096
12 H -1.234 -1.375 0.684  C2 1.098
13 H -1.107 1.272 1.337  C3 1.089
14 H 0.452 2.509 0.046  C4 1.085
15 H 0.531 1.246 -1.283  C4 1.088
16 H 1.958 -0.603 -0.809  C6 1.097
17 H 0.885 -1.660 0.112  C6 1.095
18 H 2.386 -1.097 0.828  C6 1.096
19 H 2.266 0.776 2.044  O7 0.963

natural (NBO) atomic charge list, values in e, 5 entries: C -0.61; C -0.40; C -0.24; C -0.45; C 0.23



Formula: C6H12O
Source: OMol25
Level of theory: the ωB97M-V functional and the def2-TZVPD basis

Output
Spin multiplicity: 1
SMILES: C/C=C/C=C/C.O
Orbital gap in Ha: 0.3707

Bonds (Å) are listed after each position.
Geometry (Å):
1 C 1.993 0.848 2.213  C2 1.494, H7 1.103, H8 1.087, H9 1.087
2 C 0.611 0.894 1.645  C1 1.494, C3 1.328, H10 1.087
3 C 0.145 -0.008 0.789  C2 1.328, C4 1.485, H11 1.096
4 C -1.201 -0.010 0.161  C3 1.485, C5 1.321, H12 1.087
5 C -1.445 0.426 -1.062  C4 1.321, C6 1.514, H13 1.080
6 C -2.848 0.398 -1.631  C5 1.514, H14 1.086, H15 1.094, H16 1.088
7 H 2.356 -0.191 2.157  C1 1.103
8 H 1.947 0.969 3.292  C1 1.087
9 H 2.768 1.399 1.686  C1 1.087
10 H -0.080 1.583 2.124  C2 1.087
11 H 0.882 -0.776 0.526  C3 1.096
12 H -1.982 -0.361 0.830  C4 1.087
13 H -0.718 0.737 -1.798  C5 1.080
14 H -3.446 -0.352 -1.123  C6 1.086
15 H -3.286 1.394 -1.522  C6 1.094
16 H -2.803 0.245 -2.708  C6 1.088
17 O 2.416 -2.356 -2.272  H18 0.966, H19 0.967
18 H 1.840 -1.881 -1.658  O17 0.966
19 H 2.850 -2.957 -1.649  O17 0.967

natural (NBO) atomic charge list, values in e, 5 entries: C -0.65; C -0.16; C -0.22; C -0.24; C -0.15



Formula: C6H12O
Source: OMol25
Level of theory: the ωB97M-V functional and the def2-TZVPD basis

Output
Spin multiplicity: 1
SMILES: CCC(C)=O.C=C
Orbital gap in Ha: 0.3863

Bonds (Å) are listed after each position.
Geometry (Å):
1 C 0.743 1.206 -0.815  C2 1.533, H6 1.095, H7 1.095, H8 1.095
2 C 0.700 -0.325 -0.856  C1 1.533, C3 1.519, H9 1.093, H10 1.099
3 C -0.709 -0.890 -0.925  C2 1.519, C4 1.514, O5 1.214
4 C -1.559 -0.485 -2.110  C3 1.514, H11 1.096, H12 1.096, H13 1.091
5 O -1.135 -1.648 -0.078  C3 1.214
6 H 1.760 1.550 -0.601  C1 1.095
7 H 0.439 1.649 -1.769  C1 1.095
8 H 0.091 1.596 -0.026  C1 1.095
9 H 1.172 -0.748 0.035  C2 1.093
10 H 1.257 -0.685 -1.732  C2 1.099
11 H -1.688 0.602 -2.149  C4 1.096
12 H -1.068 -0.786 -3.043  C4 1.096
13 H -2.536 -0.966 -2.038  C4 1.091
14 C 0.932 0.413 2.661  C15 1.329, H16 1.087, H17 1.089
15 C -0.083 -0.443 2.713  C14 1.329, H18 1.088, H19 1.087
16 H 0.961 1.311 3.273  C14 1.087
17 H 1.782 0.252 2.000  C14 1.089
18 H -0.929 -0.276 3.376  C15 1.088
19 H -0.131 -1.327 2.083  C15 1.087

natural (NBO) atomic charge list, values in e, 5 entries: C -0.61; C -0.51; C 0.61; C -0.73; O -0.55



Number 1: F_max 0.482 eV/A, HOMO energy -0.3696 Ha. Number 2: F_max 0.308 eV/A, HOMO energy -0.3657 Ha. Number 3: F_max 0.349 eV/A, HOMO energy -0.3561 Ha. Number 4: F_max 0.512 eV/A, HOMO energy -0.3108 Ha. Number 5: F_max 3.376 eV/A, HOMO energy -0.3013 Ha. Number 6: F_max 0.449 eV/A, HOMO energy -0.3378 Ha. Number 7: F_max 1.822 eV/A, HOMO energy -0.3399 Ha. Number 8: F_max 0.481 eV/A, HOMO energy -0.3519 Ha.